Record 1
Entry from OMol25: H28NeO14 as an isolated structure at a distorted geometry (ωB97M-V/def2-TZVPD).

```
! RIJCOSX wB97M-V def2-TZVPD def2/J DEFGRID3
* xyz 0 1
Ne 0.223 -0.155 -0.032
O -1.005 -1.217 4.057
H -1.690 -1.799 3.727
H -1.000 -0.481 3.445
O -2.310 3.068 -0.686
H -2.136 2.265 -1.177
H -3.157 3.371 -1.014
O 2.352 -2.369 -1.481
H 3.011 -2.978 -1.147
H 1.515 -2.756 -1.224
O 2.059 0.545 2.187
H 1.717 -0.349 2.152
H 3.008 0.436 2.256
O -0.616 -2.983 -0.480
H -1.345 -2.369 -0.395
H -0.583 -3.433 0.364
O -2.739 -1.106 -0.599
H -2.869 -0.509 0.139
H -3.583 -1.545 -0.704
O 2.149 1.505 -3.566
H 1.690 0.721 -3.266
H 2.454 1.282 -4.446
O 1.031 2.416 0.176
H 0.157 2.552 0.541
H 1.443 1.785 0.767
O 0.561 -0.758 -2.949
H 0.599 -1.384 -3.673
H 1.166 -1.110 -2.296
O -1.269 3.467 1.684
H -1.669 3.487 0.815
H -1.570 2.643 2.068
O 3.906 -0.225 -1.953
H 3.326 -0.956 -1.739
H 3.367 0.362 -2.484
O 0.954 -2.277 2.426
H 0.180 -1.822 2.757
H 1.620 -2.139 3.101
O -1.871 1.111 2.803
H -2.711 0.664 2.702
H -1.941 1.570 3.639
O -1.633 0.844 -2.119
H -1.948 0.010 -1.770
H -0.842 0.617 -2.606
*
```

Values from the calculation:
HOMO level, eV: -9.4
HOMO-LUMO gap, eV: 8.49
F_max, Eh/bohr: 0.0232
Relative energy (zero: lowest compared OMol25 entry of this formula, charge and spin), kcal per mole: 31.7

Record 2
Entry from OMol25: one molecule with the formula C4H10O2 (ωB97M-V/def2-TZVPD).

```
! RIJCOSX wB97M-V def2-TZVPD def2/J DEFGRID3
* xyz 0 1
C 0.059 0.093 -1.968
O -0.431 -0.472 -0.777
C 0.137 0.162 0.371
C -0.778 1.318 0.770
C 0.385 -0.991 1.356
O 1.048 -2.034 0.675
H 0.039 1.196 -1.935
H 1.094 -0.235 -2.151
H -0.583 -0.253 -2.782
H 1.134 0.563 0.116
H -1.130 1.758 -0.175
H -0.273 2.111 1.333
H -1.673 1.003 1.324
H 1.035 -0.683 2.184
H -0.565 -1.355 1.775
H 0.503 -2.182 -0.115
*
```

Values from the calculation:
HOMO level, eV: -10.1
HOMO-LUMO gap, eV: 11.14
F_max, Eh/bohr: 0.0075
Structure (SMILES): CO[C@@H](C)CO
Relative energy (zero: lowest compared OMol25 entry of this formula, charge and spin), kcal per mole: 27.1

Record 3
Entry from OMol25: an isolated ion of composition C4H10N4 and charge +2 at a distorted geometry (ωB97M-V/def2-TZVPD).

```
! RIJCOSX wB97M-V def2-TZVPD def2/J DEFGRID3
* xyz 2 1
C 0.550 1.649 -0.997
C -0.654 0.926 0.910
C 1.654 -1.496 0.063
C -0.594 -1.210 -0.750
N 1.155 0.498 -0.986
N -0.336 1.850 0.072
N -1.649 0.800 1.694
N 0.673 -0.568 -0.421
H 0.953 2.579 -1.384
H 1.231 -2.137 0.804
H 1.905 -2.089 -0.909
H 2.525 -0.955 0.324
H -1.246 -0.653 -1.336
H -0.271 -2.076 -1.334
H -1.254 -1.352 -0.004
H -0.479 2.800 0.185
H -2.459 1.452 1.710
H -1.704 -0.020 2.359
*
```

Values from the calculation:
HOMO level (alpha / beta), eV: -19.1 / -19.7
HOMO-LUMO gap (alpha / beta), eV: 7.91 / 8.49
F_max, Eh/bohr: 0.0756
Structure (SMILES): CN(C)/N=C\[NH+]=C=[NH2+]
Relative energy (zero: lowest compared OMol25 entry of this formula, charge and spin), kcal per mole: 126.6

Record 4
Entry from OMol25: one molecule with the formula C5H8N2 (ωB97M-V/def2-TZVPD).

```
! RIJCOSX wB97M-V def2-TZVPD def2/J DEFGRID3
* xyz 0 1
C -1.368 -1.315 0.413
N -0.178 -0.513 0.243
C 1.106 -0.877 0.470
C 1.956 0.119 0.024
C 1.162 1.129 -0.534
C -0.221 0.756 -0.375
N -1.473 1.188 -0.882
H -2.189 -0.665 0.722
H -1.649 -1.784 -0.537
H -1.181 -2.085 1.166
H 1.329 -1.800 0.992
H 3.033 0.123 0.132
H 1.486 2.079 -0.940
H -0.500 1.538 0.412
H -1.298 2.059 -1.381
*
```

Values from the calculation:
HOMO level (alpha / beta), eV: -6.5 / -7.3
HOMO-LUMO gap (alpha / beta), eV: 6.90 / 7.68
F_max, Eh/bohr: 0.0077
Relative energy (zero: lowest compared OMol25 entry of this formula, charge and spin), kcal per mole: 89.5

Record 5
Entry from OMol25: C26H28IN5O5S2Ti as an isolated structure at a distorted geometry (ωB97M-V/def2-TZVPD).

```
! RIJCOSX wB97M-V def2-TZVPD def2/J DEFGRID3
* xyz 1 2
Ti 0.350 0.267 -2.052
C 4.271 -1.587 -3.009
C 4.342 -0.264 -2.284
N 5.499 0.150 -1.803
C 5.552 1.331 -1.132
C 4.459 2.098 -0.855
C 4.612 3.410 -0.133
O 3.764 3.497 1.024
C 3.216 1.640 -1.306
C 1.992 2.403 -0.975
N 0.816 2.001 -1.226
C -0.301 2.915 -1.044
C -0.593 3.501 0.170
C -1.678 4.363 0.277
C -2.457 4.652 -0.834
C -2.167 4.071 -2.064
C -1.101 3.201 -2.148
I -0.635 2.257 -3.966
C 3.181 0.504 -2.083
O 2.007 0.129 -2.646
H 5.251 -1.833 -3.413
H 3.533 -1.572 -3.807
H 3.978 -2.378 -2.310
H 6.540 1.652 -0.800
H 4.331 4.230 -0.787
H 5.657 3.556 0.126
H 4.248 3.178 1.791
H 2.094 3.378 -0.515
H 0.026 3.265 1.034
H -1.912 4.813 1.238
H -3.302 5.329 -0.749
H -2.759 4.308 -2.942
C 0.254 -0.637 4.561
C 0.825 -1.742 3.688
N 1.033 -1.299 2.289
C 0.455 -1.718 1.170
S 1.227 -1.407 -0.373
N -0.638 -2.461 1.196
C -1.683 -2.560 2.241
C -1.846 -3.979 2.761
H 0.164 -0.979 5.597
H -0.736 -0.324 4.205
H 0.911 0.240 4.551
H 0.191 -2.618 3.696
H 1.795 -2.055 4.057
H 1.801 -0.680 2.126
H -0.880 -2.826 0.296
H -2.606 -2.210 1.790
H -1.458 -1.863 3.036
H -2.107 -4.663 1.946
H -2.651 -4.019 3.504
H -0.925 -4.344 3.229
O -0.934 -1.075 -2.930
C -1.762 -0.871 -1.990
N -1.575 0.185 -1.176
S -2.686 0.226 0.055
O -3.526 1.375 -0.062
O -2.039 -0.045 1.304
C -3.546 -1.204 -0.512
C -4.685 -1.776 0.019
C -5.182 -2.900 -0.628
C -4.552 -3.426 -1.760
C -3.403 -2.831 -2.278
C -2.927 -1.711 -1.639
H -5.176 -1.367 0.900
H -6.081 -3.374 -0.247
H -4.971 -4.301 -2.245
H -2.896 -3.223 -3.153
*
```

Values from the calculation:
HOMO level (alpha / beta), eV: -10.5 / -11.3
HOMO-LUMO gap (alpha / beta), eV: 7.54 / 8.12
F_max, Eh/bohr: 0.0468
Relative energy (zero: lowest compared OMol25 entry of this formula, charge and spin), kcal per mole: 0.0

Record 6
Entry from OMol25: one molecule with the formula C11H7Cl2N3O2 at a distorted geometry (ωB97M-V/def2-TZVPD).

```
! RIJCOSX wB97M-V def2-TZVPD def2/J DEFGRID3
* xyz 0 1
N 2.441 0.665 3.766
C 1.868 0.223 2.838
C 1.167 -0.292 1.725
C 1.779 -0.321 0.383
C 3.239 -0.430 0.525
N 4.411 -0.461 0.523
C 1.381 -1.538 -0.447
O 2.064 -1.731 -1.452
C 0.208 -2.317 -0.091
Cl -0.238 -3.526 -1.203
C -0.428 -2.141 1.104
Cl -1.695 -3.176 1.559
C 0.026 -1.138 2.088
O -0.499 -1.053 3.202
C 0.215 4.061 -0.901
C 0.388 2.963 -0.156
C 0.297 1.594 -0.756
N 1.641 0.898 -0.519
H 0.246 5.065 -0.506
H -0.005 3.961 -1.956
H 0.670 2.973 0.896
H -0.487 0.937 -0.365
H 0.176 1.698 -1.845
H 2.330 1.606 -0.215
H 2.025 0.566 -1.417
*
```

Values from the calculation:
HOMO level, eV: -8.3
HOMO-LUMO gap, eV: 6.50
F_max, Eh/bohr: 0.0667
Structure (SMILES): C=CC[NH2+][C@]1(C#N)C(=O)C(Cl)=C(Cl)C([O-])=C1C#N
Relative energy (zero: lowest compared OMol25 entry of this formula, charge and spin), kcal per mole: 13.5

F_max of number 6 (C11H7Cl2N3O2)?
0.0667 Eh/bohr

Among the records above, which one has the lowest relative energy (zero: lowest compared OMol25 entry of this formula, charge and spin)?
C26H28IN5O5S2Ti

Which value of relative energy (zero: lowest compared OMol25 entry of this formula, charge and spin) does entry 4 give?
89.5 kcal per mole

Which formula does entry 6 have?
C11H7Cl2N3O2